DFT (ωB97M-V/def2-TZVPD) results for a 13-piece molecular cluster, C103H221N11O15 overall at a distorted geometry.

Computed properties:
Molar mass: 1853.963 Da
Lowest unoccupied orbital energy: 0.0159 Eh
HOMO-LUMO gap: 0.31802 Ha
Relative energy (zero: lowest compared OMol25 entry of this formula, charge and spin): 0.0 kcal/mol

ORCA input file:
```
! wB97M-V def2-TZVPD RIJCOSX def2/J DEFGRID3
* xyz 0 1
C -0.4910 -12.7252 -24.2986
C 0.1152 -14.0504 -24.6356
C 0.9605 -13.9194 -25.8669
C 1.6548 -15.2140 -26.2435
C 2.6125 -15.6491 -25.1076
C 1.9131 -15.7230 -23.7487
N 1.1088 -14.4383 -23.5341
O 0.4509 -14.4346 -22.3328
C 1.1191 -17.0688 -23.7149
C 3.0264 -15.8103 -22.6771
C -1.0495 -15.0831 -24.8511
H -1.0346 -12.8112 -23.3575
H -1.1250 -12.3395 -25.0943
H 0.2931 -11.9887 -24.1605
H 0.2489 -13.5705 -26.6604
H 1.6959 -13.0861 -25.7524
H 2.2127 -15.0934 -27.1789
H 0.8712 -15.9549 -26.4051
H 3.3803 -14.8910 -25.0599
H 3.0782 -16.6039 -25.3524
H 0.2573 -17.0748 -23.0610
H 0.6600 -17.2534 -24.7126
H 1.7793 -17.9207 -23.5395
H 3.5730 -14.8707 -22.5022
H 2.7448 -16.1515 -21.6499
H 3.7996 -16.4633 -23.0827
H -1.4529 -14.8570 -25.8095
H -1.8445 -14.9455 -24.0809
H -0.8465 -16.1524 -24.7899
H -0.2448 -15.1439 -22.3143
C 8.6056 -15.2745 -22.4731
C 8.3428 -15.6696 -23.8984
C 6.9894 -16.2965 -24.1064
C 6.4849 -16.5746 -25.5305
C 6.4446 -15.1728 -26.2171
C 7.8154 -14.4585 -26.1699
N 8.2333 -14.3878 -24.7222
O 9.3890 -13.6125 -24.6377
C 8.8638 -14.9606 -27.1278
C 7.6611 -13.0119 -26.5574
C 9.5206 -16.4736 -24.4467
H 8.5872 -16.1626 -21.7986
H 7.7750 -14.6028 -22.1807
H 9.5455 -14.7943 -22.4007
H 6.8776 -17.1733 -23.4312
H 6.2868 -15.6653 -23.6168
H 5.5047 -16.9958 -25.5315
H 7.1063 -17.2829 -26.0090
H 5.7097 -14.5306 -25.7373
H 6.1933 -15.2772 -27.2858
H 9.8324 -14.5171 -26.9756
H 9.2526 -16.0093 -27.1331
H 8.5376 -14.7649 -28.1311
H 7.2537 -12.3769 -25.7213
H 8.5598 -12.5294 -26.8918
H 6.9766 -12.9181 -27.4207
H 9.2468 -17.0437 -25.3808
H 9.8452 -17.2688 -23.6722
H 10.3663 -15.7978 -24.6108
H 9.0097 -12.7703 -24.4178
C -0.9170 -15.0757 -16.7124
C 0.1760 -15.7657 -17.6730
C 1.5791 -15.7564 -16.9706
C 2.5319 -16.6725 -17.5747
C 2.0461 -18.1612 -17.5869
C 0.7538 -18.2228 -18.3743
N -0.1278 -17.1850 -17.8303
O -1.3859 -17.3080 -18.5679
C 1.0533 -18.0747 -19.8497
C 0.1319 -19.6230 -18.1405
C 0.3159 -14.8846 -18.8619
H -0.6272 -14.0301 -16.5498
H -0.8531 -15.5293 -15.7452
H -1.8809 -15.2577 -17.1713
H 2.0284 -14.7192 -16.9158
H 1.4103 -16.0766 -15.9468
H 3.5355 -16.8295 -16.9955
H 2.8378 -16.3669 -18.5558
H 1.8008 -18.5024 -16.5538
H 2.8649 -18.8193 -17.9183
H 1.5472 -18.9533 -20.2270
H 0.2436 -17.7845 -20.5670
H 1.7894 -17.2820 -19.9668
H -0.5624 -19.8563 -18.9660
H 0.8990 -20.3704 -18.0837
H -0.2929 -19.5538 -17.1077
H -0.6479 -14.7502 -19.3585
H 1.0207 -15.2826 -19.5882
H 0.7250 -13.9073 -18.4972
H -2.0428 -17.6520 -17.9043
C -2.3255 -21.4513 -25.9070
C -1.1512 -22.3855 -26.4912
C -1.3314 -22.5221 -28.0416
C -0.9852 -21.2677 -28.8114
C 0.4482 -20.7415 -28.3090
C 0.6670 -20.5901 -26.8575
N 0.2956 -21.8979 -26.3073
O 0.5183 -21.8303 -24.8451
C 2.1318 -20.2765 -26.7207
C -0.0748 -19.3478 -26.2131
C -1.1962 -23.7200 -25.8351
H -3.2622 -21.9863 -25.9256
H -2.4447 -20.5158 -26.4564
H -2.0989 -21.2636 -24.8251
H -0.5875 -23.2851 -28.3566
H -2.2904 -22.9409 -28.3498
H -1.6653 -20.4412 -28.5793
H -1.0785 -21.4395 -29.8733
H 0.5826 -19.8146 -28.7679
H 1.2024 -21.3929 -28.7557
H 2.5446 -19.4194 -27.3024
H 2.3553 -20.0358 -25.6541
H 2.7040 -21.1903 -26.8993
H -0.0342 -19.2688 -25.1167
H 0.4574 -18.4868 -26.5462
H -1.1345 -19.2233 -26.4962
H -1.2394 -23.4929 -24.7708
H -0.5114 -24.4976 -26.1259
H -2.1661 -24.1493 -26.1217
H 1.1242 -22.5383 -24.6743
C 3.4936 -17.4606 -29.4811
C 4.5592 -18.3888 -30.0787
C 5.1079 -17.9311 -31.4316
C 6.3137 -18.7520 -31.9289
C 7.3563 -18.6565 -30.8679
C 6.8561 -19.1941 -29.4524
N 5.6170 -18.4890 -29.0528
O 5.1733 -18.9104 -27.7620
C 6.6052 -20.7238 -29.4200
C 7.8250 -18.7523 -28.3927
C 3.8480 -19.6777 -30.4164
H 3.8991 -16.5492 -29.1580
H 3.0697 -17.8923 -28.5959
H 2.7080 -17.2934 -30.1772
H 4.2928 -17.8939 -32.1469
H 5.5168 -16.9653 -31.3239
H 6.6324 -18.3453 -32.9282
H 5.9907 -19.7545 -32.1939
H 7.5934 -17.6263 -30.6025
H 8.2408 -19.2370 -31.1331
H 5.9754 -21.0358 -30.1968
H 7.5383 -21.2753 -29.5929
H 6.2578 -21.0641 -28.4221
H 7.7978 -17.6669 -28.2773
H 7.6198 -19.2071 -27.3941
H 8.8417 -19.0631 -28.7241
H 3.5289 -20.2286 -29.5277
H 4.4461 -20.2633 -31.1313
H 2.9257 -19.3270 -30.8674
H 4.9383 -19.8159 -27.8601
C 4.1148 -13.6820 -19.5627
C 4.4717 -12.4105 -20.3277
C 5.9674 -12.5296 -20.4738
C 6.5893 -11.4699 -21.4369
C 5.8651 -11.5368 -22.7734
C 4.2600 -11.3791 -22.6560
N 3.8694 -12.4706 -21.6872
O 2.4211 -12.4928 -21.5293
C 3.8003 -9.9556 -22.3490
C 3.6668 -11.7390 -23.9985
C 4.1579 -11.1440 -19.5320
H 4.4645 -13.4370 -18.5403
H 4.6438 -14.4585 -20.0780
H 3.0940 -13.8711 -19.3698
H 6.4012 -12.3205 -19.4840
H 6.2163 -13.5328 -20.8447
H 7.6480 -11.5858 -21.5501
H 6.5490 -10.5032 -20.9675
H 5.9588 -12.5172 -23.2698
H 6.3095 -10.7473 -23.3990
H 4.5261 -9.4625 -21.7074
H 3.8414 -9.3903 -23.2862
H 2.8031 -10.0101 -21.8628
H 3.9440 -10.9675 -24.7199
H 4.1107 -12.6980 -24.3134
H 2.5864 -11.7027 -23.9626
H 4.0433 -11.3252 -18.4693
H 3.1896 -10.7246 -19.8637
H 4.9069 -10.3976 -19.6868
H 2.0066 -13.2471 -21.9954
C -3.4888 -14.1341 -21.3451
C -4.0321 -15.5412 -21.4286
C -5.4304 -15.5133 -22.0332
C -5.9580 -16.8745 -22.3724
C -5.0286 -17.6870 -23.2460
C -3.5669 -17.7320 -22.7879
N -3.1950 -16.4191 -22.2144
O -1.9344 -16.5173 -21.5836
C -3.4055 -18.9139 -21.7411
C -2.6883 -18.0376 -24.0626
C -4.3559 -16.0774 -19.9726
H -3.2246 -13.8720 -22.3597
H -2.5804 -14.2105 -20.7209
H -4.2268 -13.4692 -20.8599
H -6.0758 -14.9963 -21.3403
H -5.4022 -14.8214 -22.8739
H -6.9281 -16.8791 -22.9198
H -6.1616 -17.4161 -21.4599
H -5.0475 -17.2202 -24.2303
H -5.2238 -18.7246 -23.4370
H -3.4745 -19.8285 -22.2762
H -2.4685 -18.9093 -21.2125
H -4.1397 -18.9415 -20.9651
H -1.6465 -18.1038 -23.8070
H -2.9864 -19.0620 -24.4232
H -2.7740 -17.2513 -24.7653
H -4.8043 -17.0641 -20.0616
H -5.0032 -15.3961 -19.4850
H -3.5126 -16.2359 -19.2893
H -2.0056 -16.8214 -20.6640
C 0.3441 -8.6948 -23.6495
C 0.7247 -7.6401 -24.7198
C 1.8664 -8.2484 -25.6308
C 1.3124 -9.2549 -26.6950
C 0.2188 -8.6042 -27.4737
C -1.0047 -8.0830 -26.6826
N -0.4093 -7.2448 -25.6441
O -1.4085 -6.7544 -24.8454
C -1.9634 -7.2494 -27.5206
C -1.7783 -9.2453 -26.0695
C 1.3129 -6.4363 -24.0230
H -0.6110 -8.5167 -23.1394
H 1.1198 -8.7091 -22.8762
H 0.3852 -9.7149 -23.9734
H 2.3759 -7.3962 -26.1827
H 2.6128 -8.7956 -25.1125
H 1.0390 -10.1063 -26.1149
H 2.1517 -9.5673 -27.3189
H -0.1526 -9.2473 -28.2412
H 0.6438 -7.7636 -27.9766
H -2.2508 -7.7833 -28.4687
H -2.8530 -6.8938 -26.9222
H -1.3789 -6.3785 -27.8611
H -1.0602 -9.9304 -25.5841
H -2.3947 -8.7894 -25.2969
H -2.3936 -9.7561 -26.7787
H 0.6390 -5.9237 -23.3539
H 1.6873 -5.7162 -24.7207
H 2.1894 -6.7691 -23.4593
H -1.7503 -7.4132 -24.2079
C 6.4554 -22.6739 -20.1157
C 6.1094 -21.4723 -21.0328
C 7.3228 -21.4646 -22.0810
C 6.9841 -20.8112 -23.4233
C 5.6498 -21.3680 -23.9816
C 4.5142 -21.1042 -23.0114
N 4.8828 -21.8315 -21.7669
O 3.8064 -21.7641 -20.8377
C 4.0943 -19.6401 -22.8630
C 3.2347 -21.7704 -23.5238
C 5.9246 -20.2045 -20.3339
H 7.3845 -22.3664 -19.6052
H 6.5842 -23.6691 -20.5804
H 5.6554 -22.8015 -19.3300
H 8.1389 -21.0206 -21.5616
H 7.5540 -22.5032 -22.3534
H 7.6802 -21.0325 -24.2490
H 6.8000 -19.7013 -23.3345
H 5.8554 -22.4837 -24.1190
H 5.3814 -20.8778 -24.9332
H 3.3418 -19.3055 -23.5987
H 3.4757 -19.7236 -21.9164
H 4.9465 -19.0003 -22.7187
H 2.3646 -21.5092 -22.9212
H 3.0837 -21.5028 -24.5793
H 3.2722 -22.8449 -23.3881
H 5.0000 -20.1561 -19.7539
H 5.9140 -19.2872 -20.9569
H 6.8162 -20.1739 -19.7177
H 3.2760 -22.5134 -21.1681
C -5.2081 -14.5581 -29.8196
C -4.3602 -14.1629 -28.6572
C -4.8789 -14.7874 -27.4138
C -4.7657 -16.2885 -27.4450
C -3.3110 -16.6014 -27.6195
C -2.6686 -15.9255 -28.8940
N -2.9520 -14.4791 -28.8002
O -2.4018 -13.8133 -29.9748
C -1.1124 -15.9676 -28.7165
C -3.0459 -16.6610 -30.2442
C -4.4192 -12.6380 -28.3648
H -5.4379 -15.6309 -29.7825
H -4.6625 -14.2899 -30.7762
H -6.1780 -14.0872 -29.8017
H -4.2807 -14.3889 -26.5136
H -5.9624 -14.4982 -27.2396
H -5.3444 -16.7440 -28.2202
H -5.1717 -16.7383 -26.5379
H -3.1045 -17.6993 -27.6154
H -2.7884 -16.2013 -26.7204
H -0.6282 -15.4928 -29.5607
H -0.8159 -15.5872 -27.7118
H -0.6940 -16.9757 -28.7882
H -4.0874 -17.0159 -30.1352
H -2.8549 -15.9934 -31.0807
H -2.4997 -17.5498 -30.4068
H -5.4074 -12.3261 -28.0751
H -4.3987 -12.2086 -29.3580
H -3.6531 -12.2557 -27.6262
H -1.9515 -13.0404 -29.6456
C 3.6098 -13.0578 -29.3321
C 2.3660 -12.5143 -29.9803
C 2.7303 -11.0265 -30.2422
C 1.8518 -10.3926 -31.3011
C 1.8440 -11.2288 -32.5982
C 1.4684 -12.6959 -32.3253
N 2.2671 -13.2424 -31.2755
O 1.9951 -14.6200 -31.0512
C -0.0808 -12.7547 -32.2141
C 1.8452 -13.5167 -33.6348
C 1.1774 -12.5821 -29.0583
H 3.4916 -14.0351 -28.8788
H 3.9802 -12.3619 -28.5528
H 4.4367 -13.0495 -30.0166
H 2.6093 -10.5101 -29.2622
H 3.7588 -10.9038 -30.5445
H 2.2856 -9.4416 -31.6372
H 0.8818 -10.2233 -30.9181
H 2.8227 -11.2846 -33.1007
H 1.0828 -10.8321 -33.3185
H -0.5789 -13.6203 -31.7330
H -0.4555 -11.9151 -31.6226
H -0.4502 -12.6698 -33.2334
H 2.9149 -13.6541 -33.6840
H 1.3700 -14.5096 -33.5739
H 1.5131 -12.9658 -34.5240
H 0.7874 -13.5908 -29.0198
H 0.3832 -11.9483 -29.4162
H 1.4455 -12.1868 -28.1053
H 1.0512 -14.7731 -31.0344
C -0.6073 -11.7864 -20.1391
C -0.8895 -10.7635 -21.2559
O -0.9828 -9.3996 -20.8080
O 0.6513 -11.4333 -19.5809
H -0.6358 -12.8009 -20.4712
H -1.3189 -11.6765 -19.3216
H -1.8984 -10.9315 -21.6671
H -0.1379 -10.9664 -22.0602
H -0.2128 -9.2324 -20.2637
H 1.2984 -11.5552 -20.2644
C -0.1813 -20.7379 -21.7645
C 0.2327 -21.8399 -20.8699
O 0.7767 -22.9368 -21.5724
O -1.2255 -21.1237 -22.6351
H 0.6491 -20.3553 -22.4255
H -0.6045 -19.8963 -21.2303
H -0.7149 -22.2159 -20.2985
H 0.8906 -21.6321 -20.0604
H 0.0617 -23.5351 -21.9066
H -0.8034 -21.3239 -23.4767
*
```

***

DFT (ωB97M-V/def2-TZVPD) results for C17H21Br42ClIO4P as an isolated structure at a distorted geometry.

Computed properties:
Molar mass: 3838.650 Da
Lowest unoccupied orbital energy: -0.0480 Eh
HOMO-LUMO gap: 0.29017 Ha

ORCA input file:
```
! wB97M-V def2-TZVPD RIJCOSX def2/J DEFGRID3
* xyz 0 1
C -2.3112 -2.3553 0.5563
C -2.2554 -1.2576 -0.4890
C -1.0437 -0.3950 -0.3367
Cl -1.0336 0.7769 -1.7163
O 0.1254 -1.1732 -0.4316
P 1.3028 -0.6992 0.5300
O 1.3510 -1.5107 1.7071
O 1.1683 0.7936 0.9924
O 2.7277 -0.8419 -0.2358
I 2.7826 -2.7966 -0.9015
H -1.4184 -2.9611 0.5853
H -2.5115 -1.9786 1.5452
H -3.1384 -3.0062 0.3129
H -2.2712 -1.7010 -1.4719
H -3.1230 -0.6234 -0.3621
H -1.1296 0.1625 0.5904
H 0.9682 1.3956 0.2552
C 2.9789 -6.6457 0.7482
Br 2.0361 -5.9203 -0.7702
Br 1.7586 -7.3387 2.0599
Br 4.2805 -7.9558 0.2117
H 3.5145 -5.8276 1.2063
C -3.4850 1.6265 2.5050
Br -1.8977 0.5522 2.7289
Br -3.9497 1.8536 0.6518
Br -4.9505 0.9164 3.5265
H -3.2616 2.6071 2.8953
C 6.0414 -2.1585 2.2782
Br 7.8485 -2.4628 1.6664
Br 5.9886 -0.9251 3.7539
Br 4.8668 -1.5804 0.8610
H 5.6680 -3.1053 2.6367
C 0.5505 2.8378 -5.2201
Br -0.8536 3.2887 -3.9817
Br 0.5933 4.0420 -6.7210
Br 2.2595 2.7254 -4.3428
H 0.3259 1.8558 -5.6064
C 5.3157 1.4913 7.0839
Br 7.1303 1.1774 6.5239
Br 5.2296 2.7511 8.5377
Br 4.2100 2.0243 5.5995
H 4.9242 0.5553 7.4505
C -3.8306 3.5374 -6.6317
Br -4.8572 2.7135 -5.2233
Br -3.2389 2.2431 -7.9246
Br -4.7915 4.9836 -7.4619
H -2.9475 3.9610 -6.1766
C -6.4006 -0.5200 -9.7402
Br -4.5945 -0.8575 -10.3276
Br -6.4410 0.5903 -8.1716
Br -7.4887 0.2018 -11.1552
H -6.8282 -1.4720 -9.4664
C 11.0166 2.3926 7.7000
Br 10.9933 1.5339 9.4208
Br 12.4932 3.6165 7.5319
Br 10.9906 1.1155 6.2613
H 10.1117 2.9766 7.6221
C -1.1448 0.5419 -12.3476
Br -1.1428 0.4730 -10.4226
Br -2.5174 1.7168 -13.0086
Br 0.5903 1.0021 -13.0421
H -1.3765 -0.4504 -12.7010
C -6.6777 -2.5431 4.1623
Br -8.1002 -3.6897 4.7642
Br -5.0722 -2.7774 5.2073
Br -6.3402 -2.7620 2.2781
H -7.0068 -1.5263 4.3094
C -8.1563 -5.0173 8.9691
Br -6.6405 -4.0220 8.3241
Br -9.8171 -4.2606 8.3522
Br -8.0180 -6.8850 8.5236
H -8.1544 -4.9449 10.0450
C 11.4654 5.7665 4.4353
Br 11.6894 5.0122 2.6792
Br 12.0343 7.6044 4.5021
Br 9.6604 5.5589 5.0707
H 12.1018 5.2098 5.1055
C -8.2884 -3.1448 -6.8437
Br -6.4842 -3.4876 -7.4320
Br -8.3255 -2.0282 -5.2775
Br -9.3795 -2.4232 -8.2602
H -8.7163 -4.0955 -6.5680
C 2.5842 5.1997 3.1823
Br 1.5932 6.2769 4.4326
Br 1.5585 3.6833 2.5827
Br 3.2416 6.2419 1.7040
H 3.4443 4.8129 3.7071
*
```

***

DFT (ωB97M-V/def2-TZVPD) results for a 2-piece molecular cluster, C4H11NO2 overall at a distorted geometry.

Computed properties:
Molar mass: 105.137 Da
Lowest unoccupied orbital energy: 0.0267 Eh
HOMO-LUMO gap: 0.34087 Ha
SMILES: C/C=C\O.CON
Relative energy (zero: lowest compared OMol25 entry of this formula, charge and spin): 106.5 kcal/mol

ORCA input file:
```
! wB97M-V def2-TZVPD RIJCOSX def2/J DEFGRID3
* xyz 0 1
C 0.2829 1.6192 1.1436
C 0.4475 1.6517 -0.3392
C -0.5570 1.4021 -1.2011
O -1.7410 0.8262 -0.7956
H -0.7581 1.8035 1.4105
H 0.5939 0.6784 1.5948
H 0.9407 2.3178 1.6605
H 1.1351 2.4137 -0.6842
H -0.5760 1.8606 -2.1835
H -2.2930 0.6312 -1.5592
C -0.3793 -2.2895 0.9120
O 0.7067 -1.2972 0.3299
N 1.1140 -1.6208 -0.9859
H -0.7559 -3.1131 0.3023
H 0.2255 -2.7962 1.6602
H -1.2076 -1.7730 1.3944
H 2.1072 -1.3985 -1.0522
H 0.7145 -0.9163 -1.6073
*
```

***

DFT (ωB97M-V/def2-TZVPD) results for a single C10H15NO2 molecule at a distorted geometry.

Computed properties:
Molar mass: 181.235 Da
Lowest unoccupied orbital energy: 0.0306 Eh
HOMO-LUMO gap: 0.36634 Ha
SMILES: O=C1CCCC[C@]12CCC/C2=N/O
Relative energy (zero: lowest compared OMol25 entry of this formula, charge and spin): 116.4 kcal/mol

ORCA input file:
```
! wB97M-V def2-TZVPD RIJCOSX def2/J DEFGRID3
* xyz 0 1
O 0.1793 -2.0158 0.4140
C 0.1238 -0.8981 0.9032
C 1.0809 -0.4366 1.9524
C 2.0656 0.6955 1.6194
C 1.2393 2.0549 0.9940
C -0.3226 1.5619 0.8232
C -0.5754 0.2540 0.1068
C -2.1289 0.0455 0.1704
C -2.4301 -0.9422 -0.9157
C -1.6993 -0.1145 -2.1246
C -0.3383 0.0202 -1.3642
N 0.7294 -0.1534 -1.9716
O 1.7190 -0.2446 -1.0278
H 1.5329 -1.4279 2.1059
H 0.5395 -0.3455 3.0130
H 2.9879 0.4416 1.0239
H 2.5858 0.9293 2.5883
H 1.6303 2.2261 0.0767
H 1.3977 2.8768 1.6738
H -0.8399 1.4286 1.7518
H -0.9184 2.4375 0.4488
H -2.5420 0.9906 0.2093
H -2.2424 -0.3330 1.2721
H -3.6057 -1.2996 -0.9926
H -1.7468 -1.9057 -0.7259
H -2.1454 0.8156 -2.1963
H -1.5861 -0.5815 -3.0283
H 2.5706 -0.5406 -1.4995
*
```